Entry 1:
Entry from the OMol25 dataset: a cluster of 2 separate species, C26H28N2O in total (the ωB97M-V functional and the def2-TZVPD basis).

Element x y z (Å)
C1 -7.018 2.050 -1.891
C2 -5.548 1.851 -1.710
C3 -5.031 0.549 -1.641
C4 -3.683 0.318 -1.485
C5 -2.728 1.406 -1.344
O1 -1.496 1.219 -1.094
C6 -3.307 2.737 -1.462
C7 -4.660 2.936 -1.613
H1 -7.261 3.115 -1.937
H2 -7.361 1.571 -2.817
H3 -7.580 1.596 -1.066
H4 -5.728 -0.292 -1.718
H5 -3.290 -0.696 -1.438
H6 -2.617 3.575 -1.387
H7 -5.062 3.952 -1.661
C8 -0.738 -2.605 5.767
N1 -1.281 -1.886 4.644
C9 -2.696 -1.569 4.585
C10 -2.861 -0.837 3.232
C11 -1.486 -0.801 2.658
C12 -0.595 -1.425 3.568
C13 0.787 -1.470 3.300
C14 1.259 -0.869 2.146
C15 0.367 -0.377 1.124
C16 0.750 0.061 -0.168
C17 2.016 -0.113 -0.786
C18 2.270 0.632 -1.989
C19 3.502 0.586 -2.599
C20 4.550 -0.176 -2.019
N2 5.687 -0.038 -2.748
C21 6.974 -0.610 -2.449
C22 5.506 0.799 -3.917
C23 4.022 1.235 -3.837
C24 4.333 -0.957 -0.870
C25 3.057 -0.996 -0.332
C26 -1.019 -0.310 1.469
H8 0.319 -2.828 5.591
H9 -0.833 -2.018 6.692
H10 -1.286 -3.547 5.913
H11 -3.305 -2.483 4.640
H12 -2.986 -0.929 5.432
H13 -3.564 -1.377 2.587
H14 -3.269 0.168 3.394
H15 1.455 -1.955 4.012
H16 2.333 -0.760 2.015
H17 0.036 0.587 -0.775
H18 1.467 1.246 -2.399
H19 6.946 -1.105 -1.474
H20 7.266 -1.344 -3.215
H21 7.741 0.177 -2.432
H22 6.195 1.656 -3.892
H23 5.719 0.233 -4.836
H24 3.489 0.902 -4.736
H25 3.951 2.328 -3.798
H26 5.158 -1.528 -0.444
H27 2.841 -1.722 0.448
H28 -1.707 0.138 0.761

Results
Relative energy (zero: lowest compared OMol25 entry of this formula, charge and spin) ... 359.49 kJ/mol
Charge ... 0

Entry 2:
Entry from the OMol25 dataset: a structure of composition C14H13ClNO8PtS (the ωB97M-V functional and the def2-TZVPD basis).

Element x y z (Å)
Pt1 0.264 1.272 0.157
O1 2.523 1.695 0.162
N1 2.879 2.585 -0.727
C1 4.155 2.550 -1.171
C2 4.641 3.451 -2.081
C3 3.786 4.445 -2.557
C4 2.490 4.477 -2.104
C5 2.002 3.531 -1.188
S1 0.374 3.537 -0.661
H1 4.750 1.765 -0.730
H2 5.665 3.377 -2.415
H3 4.131 5.176 -3.276
H4 1.793 5.228 -2.446
C6 0.267 -5.456 0.168
O2 -1.076 -5.084 0.368
C7 -1.377 -3.765 0.217
C8 -2.711 -3.420 0.509
C9 -3.085 -2.109 0.422
C10 -2.202 -1.091 0.009
C11 -2.628 0.287 0.020
C12 -4.008 0.635 0.533
O3 -1.923 1.235 -0.365
C13 -0.856 -1.449 -0.348
O4 0.022 -0.644 -0.827
C14 -0.478 -2.812 -0.180
H5 0.315 -6.527 0.353
H6 0.936 -4.942 0.865
H7 0.596 -5.250 -0.855
H8 -3.393 -4.198 0.823
H9 -4.103 -1.846 0.679
H10 -4.789 0.159 -0.062
H11 -4.119 1.716 0.485
H12 -4.092 0.319 1.573
H13 0.557 -3.051 -0.383
O5 0.395 -0.172 2.209
Cl1 -0.268 0.842 3.017
O6 0.255 2.140 2.657
O7 -0.012 0.591 4.399
O8 -1.676 0.802 2.751

Results
Relative energy (zero: lowest compared OMol25 entry of this formula, charge and spin) ... 24.84 kJ/mol
Multiplicity ... 3
⟨S²⟩ ... 2.008
Charge ... -1